No. 1
C5H12N | ωB97M-V with the def2-TZVPD basis set

Values from the calculation:
E = -252.13374 a.u.
ΔE to the lowest compared entry with this formula, charge and spin = 61.11 kcal per mole
net charge = +1

Last column: natural (NBO) charge in e.
CARTESIAN COORDINATES (ANGSTROEM)
1 C -1.615 1.067 0.270  -0.443
2 C -2.812 -0.991 -0.442  0.135
3 N -2.275 0.182 -0.693  -0.382
4 H -2.233 1.944 0.451  0.258
5 H -0.653 1.444 -0.114  0.262
6 H -1.443 0.412 1.205  0.239
7 H -2.611 -1.353 0.552  0.230
8 H -3.292 -1.565 -1.237  0.252
9 H -2.222 0.527 -1.665  0.447
10 C 1.255 -0.688 0.648  -0.636
11 C 2.488 -0.518 -0.178  -0.206
12 C 3.061 0.705 -0.289  -0.383
13 H 1.467 -1.395 1.465  0.237
14 H 0.909 0.262 1.082  0.194
15 H 0.330 -1.051 0.108  0.170
16 H 3.044 -1.406 -0.583  0.222
17 H 4.005 0.889 -0.847  0.222
18 H 2.597 1.536 0.268  0.184

***

No. 2
C24H22N2O5 | ωB97M-V with the def2-TZVPD basis set

Values from the calculation:
SMILES = COc1ccc(CN(C(=O)CO/N=C/c2ccccc2)c2ccccc2C(=O)O)cc1
E = -1413.43079 a.u.
ΔE to the lowest compared entry with this formula, charge and spin = 54.69 kcal per mole
net charge = 0

Last column: natural (NBO) charge in e.
CARTESIAN COORDINATES (ANGSTROEM)
1 C 2.620 4.697 -2.553  -0.252
2 H 3.585 5.058 -2.907  0.201
3 O 2.365 3.519 -3.280  -0.497
4 C 1.205 2.845 -3.042  0.311
5 C 0.244 3.218 -2.110  -0.328
6 C -0.883 2.432 -1.934  -0.124
7 C -1.081 1.282 -2.681  -0.101
8 C -0.120 0.920 -3.622  -0.166
9 C 1.007 1.690 -3.802  -0.270
10 H 1.760 1.416 -4.525  0.226
11 H -0.259 0.018 -4.199  0.232
12 C -2.257 0.382 -2.425  -0.234
13 N -1.863 -0.714 -1.537  -0.477
14 C -1.742 -1.961 -2.047  0.691
15 O -1.977 -2.213 -3.210  -0.619
16 C -1.303 -3.069 -1.091  -0.196
17 O -1.937 -3.006 0.182  -0.356
18 N -1.274 -2.806 1.339  -0.085
19 C -0.021 -2.661 1.451  -0.037
20 C 0.554 -2.384 2.755  -0.002
21 C -0.246 -2.287 3.895  -0.200
22 C 0.319 -1.991 5.118  -0.212
23 C 1.687 -1.785 5.225  -0.210
24 C 2.489 -1.879 4.100  -0.216
25 C 1.927 -2.177 2.872  -0.216
26 H 2.555 -2.249 1.994  0.209
27 H 3.554 -1.720 4.180  0.214
28 H 2.127 -1.552 6.184  0.213
29 H -0.305 -1.919 5.997  0.214
30 H -1.307 -2.448 3.790  0.233
31 H 0.692 -2.701 0.624  0.183
32 H -0.213 -3.031 -1.033  0.225
33 H -1.595 -4.020 -1.549  0.222
34 C -1.545 -0.303 -0.221  0.172
35 C -2.575 -0.134 0.697  -0.197
36 C -2.312 0.340 1.969  -0.183
37 C -1.021 0.693 2.327  -0.210
38 C 0.006 0.560 1.415  -0.186
39 C -0.239 0.052 0.141  -0.117
40 C 0.897 -0.135 -0.792  0.788
41 O 1.040 -1.074 -1.536  -0.608
42 O 1.808 0.840 -0.690  -0.680
43 H 2.522 0.694 -1.330  0.505
44 H 1.016 0.829 1.683  0.232
45 H -0.814 1.066 3.318  0.223
46 H -3.118 0.438 2.680  0.220
47 H -3.578 -0.408 0.408  0.229
48 H -2.601 -0.085 -3.350  0.256
49 H -3.076 0.934 -1.955  0.201
50 H -1.617 2.725 -1.195  0.205
51 H 0.363 4.105 -1.509  0.220
52 H 1.858 5.459 -2.743  0.178
53 H 2.678 4.499 -1.478  0.176

***

No. 3
C30H40LuN3O3 | ωB97M-V with the def2-TZVPD basis set

Values from the calculation:
E = -2792.76852 a.u.
ΔE to the lowest compared entry with this formula, charge and spin = 1.96 kcal per mole
net charge = 0

Last column: Löwdin charge in e.
CARTESIAN COORDINATES (ANGSTROEM)
1 Lu -0.481 0.109 0.502  1.613
2 C -1.087 3.251 0.953  -0.100
3 N -1.047 2.513 -0.331  -0.265
4 C -2.413 2.583 -0.902  -0.205
5 C -2.682 1.592 -2.032  -0.169
6 C -3.431 0.366 -1.534  -0.223
7 N -2.818 -0.133 -0.298  -0.046
8 C -3.461 -1.045 0.326  -0.094
9 C -3.142 -1.598 1.633  -0.161
10 C -3.778 -2.790 2.009  -0.056
11 C -3.574 -3.350 3.248  -0.103
12 C -2.740 -2.680 4.154  -0.081
13 C -2.130 -1.491 3.822  -0.009
14 C -2.299 -0.928 2.544  -0.375
15 O -1.678 0.188 2.222  -0.262
16 C -0.063 3.178 -1.225  -0.185
17 C 0.759 2.316 -2.178  -0.160
18 C 1.837 1.461 -1.518  -0.218
19 N 1.329 0.154 -1.112  -0.066
20 C 2.031 -0.862 -1.424  -0.093
21 C 1.791 -2.265 -1.108  -0.154
22 C 2.687 -3.184 -1.675  -0.064
23 C 2.561 -4.542 -1.477  -0.106
24 C 1.513 -4.997 -0.669  -0.086
25 C 0.630 -4.116 -0.086  -0.013
26 C 0.741 -2.729 -0.290  -0.361
27 O -0.134 -1.928 0.261  -0.236
28 H -1.422 4.284 0.788  0.097
29 H -0.102 3.242 1.410  0.054
30 H -1.779 2.754 1.632  0.083
31 H -2.588 3.616 -1.231  0.118
32 H -3.109 2.391 -0.085  0.118
33 H -1.746 1.276 -2.487  0.063
34 H -3.271 2.070 -2.819  0.117
35 H -3.439 -0.415 -2.297  0.108
36 H -4.470 0.641 -1.323  0.121
37 H -4.364 -1.460 -0.139  0.135
38 H -4.440 -3.271 1.295  0.108
39 H -4.054 -4.279 3.523  0.094
40 H -2.573 -3.100 5.138  0.102
41 H -1.486 -0.967 4.515  0.117
42 H 0.643 3.701 -0.577  0.118
43 H -0.590 3.952 -1.797  0.121
44 H 1.253 3.015 -2.858  0.116
45 H 0.134 1.675 -2.805  0.089
46 H 2.208 1.954 -0.615  0.096
47 H 2.684 1.332 -2.201  0.111
48 H 2.944 -0.692 -2.008  0.124
49 H 3.493 -2.800 -2.292  0.107
50 H 3.262 -5.233 -1.923  0.094
51 H 1.393 -6.060 -0.495  0.102
52 H -0.182 -4.459 0.543  0.116
53 C -1.075 -0.774 -4.963  -0.010
54 C -0.875 -1.590 -3.713  -0.469
55 C -0.522 -3.048 -3.867  0.005
56 O -1.008 -1.108 -2.609  0.044
57 H -1.687 -1.318 -5.685  0.087
58 H -0.102 -0.612 -5.435  0.093
59 H -1.529 0.187 -4.731  0.073
60 H 0.042 -3.238 -4.780  0.085
61 H -1.460 -3.609 -3.934  0.097
62 H 0.022 -3.398 -2.992  0.068
63 C 2.710 3.589 3.793  -0.064
64 C 3.235 2.328 3.096  -0.649
65 C 3.775 1.347 4.145  -0.063
66 C 4.364 2.713 2.132  -0.067
67 C 2.144 1.687 2.341  -0.182
68 C 1.245 1.149 1.713  -0.123
69 H 3.513 4.072 4.356  0.079
70 H 1.900 3.342 4.481  0.084
71 H 2.329 4.301 3.059  0.078
72 H 4.586 1.810 4.714  0.080
73 H 4.156 0.446 3.662  0.083
74 H 2.986 1.053 4.838  0.084
75 H 5.174 3.211 2.673  0.080
76 H 3.995 3.395 1.363  0.077
77 H 4.767 1.828 1.638  0.082

***

No. 4
C6H9CuN4OS | ωB97M-V with the def2-TZVPD basis set

Values from the calculation:
E = -2567.04502 a.u.
ΔE to the lowest compared entry with this formula, charge and spin = 0.00 kcal per mole
net charge = 0

Last column: natural (NBO) charge in e.
CARTESIAN COORDINATES (ANGSTROEM)
1 Cu -0.850 -0.342 1.642  0.675
2 N -0.769 -4.176 3.030  -0.819
3 C -0.493 -2.874 2.793  0.793
4 N 0.587 -2.339 3.397  -0.821
5 O -1.230 -2.218 2.039  -0.729
6 H -0.203 -4.755 3.620  0.397
7 H -1.568 -4.571 2.569  0.418
8 H 1.189 -2.870 3.999  0.398
9 H 0.797 -1.368 3.217  0.424
10 C 0.821 3.583 -3.048  -0.646
11 C 0.351 2.411 -2.239  0.278
12 C -0.027 1.214 -2.837  -0.361
13 C -0.410 0.195 -1.987  0.096
14 N -0.432 0.330 -0.669  -0.572
15 C -0.065 1.537 -0.170  0.273
16 S -0.158 1.711 1.565  -0.395
17 N 0.332 2.570 -0.918  -0.498
18 H 0.561 3.477 -4.100  0.210
19 H 1.906 3.671 -2.966  0.232
20 H 0.389 4.500 -2.651  0.236
21 H -0.020 1.086 -3.909  0.219
22 H -0.712 -0.773 -2.375  0.191

***

No. 5
C5H12NO | ωB97M-V with the def2-TZVPD basis set

Values from the calculation:
E = -327.32745 a.u.
ΔE to the lowest compared entry with this formula, charge and spin = 82.91 kcal per mole
net charge = +1

Last column: natural (NBO) charge in e.
CARTESIAN COORDINATES (ANGSTROEM)
1 C 0.700 0.420 -1.193  -0.588
2 C -0.071 1.206 -0.177  -0.464
3 C -1.451 0.654 0.094  0.104
4 C -2.601 1.204 -0.281  -0.288
5 C -0.417 -1.151 1.522  0.122
6 N -1.352 -0.232 1.289  -0.406
7 H 0.524 -0.592 -0.791  0.178
8 H 1.843 0.653 -1.253  0.237
9 H 0.435 0.605 -2.127  0.225
10 H -0.237 2.340 -0.560  0.242
11 H 0.508 1.381 0.692  0.233
12 H -2.588 2.053 -1.039  0.258
13 H -3.497 1.099 0.317  0.230
14 H -0.401 -1.546 2.462  0.222
15 H 0.499 -0.890 0.964  0.241
16 H -2.009 -0.106 2.132  0.453
17 H 4.148 -2.453 -0.431  0.487
18 H 2.791 -2.181 -1.290  0.474
19 O 3.175 -2.464 -0.330  -0.959

***

Number 1: maximum force 3.2 eV/Å. Number 2: maximum force 1.2 eV/Å. Number 3: maximum force 0.8 eV/Å. Number 4: maximum force 0.2 eV/Å. Number 5: maximum force 6.4 eV/Å.